w | Formula: C6H11NO
Source: the OMol25 dataset
Level of theory: ωB97M-V/def2-TZVPD

Computed properties:
SMILES string	C=NC(=O)CC.C=C
2S+1	1

Each atom is followed by the atoms it is bonded to, with distances in Å.
Geometry (Å):
1 H -0.56832 1.71466 1.01717  C12 1.093
2 H 1.27511 0.13429 -2.22851  C14 1.085
3 C 0.09232 -0.29104 0.67207  O4 1.218, N8 1.394, C12 1.639
4 O -0.58842 -1.14295 1.21351  C3 1.218
5 H -2.59365 0.28584 0.64721  C19 1.089
6 H -0.10972 1.57265 -0.65264  C12 1.091
7 H 1.78964 -1.90927 -0.96264  C17 1.078
8 N 1.39815 0.06847 1.00052  C3 1.394, C18 1.252
9 H 1.29505 0.19075 3.06158  C18 1.095
10 H -0.47818 -0.42255 -2.41062  C14 1.081
11 H -2.24488 0.21812 -1.07546  C19 1.088
12 C -0.65857 1.06627 0.14251  H1 1.093, C3 1.639, H6 1.091, C19 1.517
13 H 2.95346 0.40594 2.21998  C18 1.084
14 C 0.50811 -0.59896 -2.00390  H2 1.085, H10 1.081, C17 1.343
15 H 0.03256 -2.43103 -1.06735  C17 1.083
16 H -2.64524 1.76089 -0.32013  C19 1.089
17 C 0.77369 -1.65602 -1.21917  H7 1.078, C14 1.343, H15 1.083
18 C 1.88928 0.21647 2.14228  N8 1.252, H9 1.095, H13 1.084
19 C -2.12036 0.81748 -0.17641  H5 1.089, H11 1.088, C12 1.517, H16 1.089

=====

x | Formula: C6H11NO
Source: the OMol25 dataset
Level of theory: ωB97M-V/def2-TZVPD

Computed properties:
2S+1	1

Each atom is followed by the atoms it is bonded to, with distances in Å.
Geometry (Å):
1 H -0.13326 2.94289 -0.24381  C12 1.092
2 O -2.21983 0.97258 -0.50966  C13 1.241
3 N 1.26275 -2.60505 -0.75924  H9 1.014, H11 1.014, C15 1.459
4 C 0.27169 0.89907 -0.16791  C7 1.258, C12 1.472, C13 1.748
5 H 0.35072 -1.53963 -2.30397  C15 1.094
6 H -1.09359 -0.79767 -0.23619  C13 1.235
7 C 0.51739 -0.22196 -0.68275  C4 1.258, C15 1.469
8 H 1.97735 -1.01619 -1.91453  C15 1.098
9 H 1.89661 -2.46502 0.01993  N3 1.014
10 H 1.59416 2.56003 -0.43357  C12 1.090
11 H 0.39132 -2.96090 -0.38090  N3 1.014
12 C 0.67673 2.29019 0.08959  H1 1.092, C4 1.472, H10 1.090, H17 1.093
13 C -1.36043 0.35026 0.13422  O2 1.241, C4 1.748, H6 1.235, C18 1.537
14 H -0.61421 -0.40478 2.04774  C18 1.089
15 C 1.03173 -1.35188 -1.46881  N3 1.459, H5 1.094, C7 1.469, H8 1.098
16 H -2.38498 -0.39144 1.86653  C18 1.090
17 H 0.81499 2.45505 1.16115  C12 1.093
18 C -1.46389 0.15140 1.65447  C13 1.537, H14 1.089, H16 1.090, H19 1.091
19 H -1.51525 1.13307 2.12772  C18 1.091

=====

y | Formula: C6H11NO
Source: the OMol25 dataset
Level of theory: ωB97M-V/def2-TZVPD

Computed properties:
SMILES string	[H]/N=C(\C)C=C.CC=O
2S+1	1

Each atom is followed by the atoms it is bonded to, with distances in Å.
Geometry (Å):
1 H 1.53648 3.02075 -0.60952  C8 1.092
2 C 0.64736 1.41654 0.44751  O5 1.216, C8 1.495, H12 1.219
3 H 0.75660 1.79679 -1.66111  C8 1.088
4 H 1.60434 -2.05452 0.66321  C13 1.093
5 O 1.10870 1.20990 1.55340  C2 1.216
6 H 0.53984 -1.36472 1.89229  C13 1.092
7 H -2.52105 -0.42057 -1.37029  C19 1.083
8 C 1.34552 1.95608 -0.75987  H1 1.092, C2 1.495, H3 1.088, H17 1.092
9 N 0.30823 -0.93353 -1.39736  H10 1.024, C15 1.278
10 H 0.96401 -1.69578 -1.59043  N9 1.024
11 H -0.03287 -2.71395 0.88258  C13 1.093
12 H -0.56332 1.49732 0.33202  C2 1.219
13 C 0.56616 -1.79941 0.89128  H4 1.093, H6 1.092, H11 1.093, C15 1.505
14 H -1.35483 0.06997 1.44623  C18 1.085
15 C 0.03532 -0.85262 -0.15118  N9 1.278, C13 1.505, C18 1.704
16 H -3.41594 -0.36026 0.23696  C19 1.083
17 H 2.30552 1.44604 -0.86305  C8 1.092
18 C -1.34223 0.00909 0.36286  H14 1.085, C15 1.704, C19 1.347
19 C -2.48786 -0.22712 -0.30553  H7 1.083, H16 1.083, C18 1.347

=====

It is w that is most stable; the runner-up trails by 93.7 kJ/mol.